The molecule C5H6O2. Source: OMol25; level of theory: ωB97M-V/def2-TZVPD.

The geometry in XYZ format:
```
13
Properties=species:S:1:pos:R:3:forces:R:3
O -2.213 0.586 0.673 0.6 -0.1 -0.2
C -1.076 0.368 0.295 -0.5 0.1 0.2
C -0.109 1.555 0.236 -0.2 0.1 0.1
O 1.065 1.409 -0.530 0.2 -0.2 0.1
C 0.569 -1.326 -0.886 0.1 -0.1 0.2
C 0.664 -1.606 0.368 0.1 0.0 -0.2
C -0.662 -1.024 -0.072 -0.3 0.1 0.0
H 0.105 1.856 1.273 0.0 -0.1 -0.1
H -0.677 2.373 -0.216 0.1 -0.1 0.1
H 0.981 -1.280 -1.881 -0.1 -0.1 0.2
H 1.629 0.754 -0.102 0.0 0.1 -0.1
H 1.205 -1.997 1.215 -0.1 0.1 -0.1
H -1.536 -1.678 -0.139 0.2 0.1 0.0
```
Forces are in eV/Å.

Its structure (SMILES) is O=C(CO)C1C=C1. The HOMO-LUMO gap comes out at 9.91 eV. As for the net charge: 0. The calculation puts the energy above the lowest of the compared OMol25 structures with the same formula, charge and spin at 289.0 kJ/mol. The calculation puts the LUMO energy at 0.0279 Ha.

A structure of composition C26H26BI2N9OS2SeTa. Source: OMol25; level of theory: ωB97M-V/def2-TZVPD.

The geometry in XYZ format:
```
69
Properties=species:S:1:pos:R:3:forces:R:3
Ta -0.404 -0.137 0.181 -0.1 0.0 0.3
I 6.667 2.816 1.623 0.0 0.0 0.0
C 4.897 1.781 1.306 0.0 0.0 0.0
C 4.929 0.410 1.051 0.0 0.0 0.0
C 3.743 -0.274 0.841 0.0 -0.1 0.0
I 3.740 -2.330 0.532 0.0 0.0 0.0
C 2.541 0.421 0.861 0.0 0.0 0.0
O 1.376 -0.262 0.624 0.1 -0.1 0.1
C 2.487 1.784 1.126 -0.1 0.1 0.0
C 1.196 2.565 1.149 0.0 0.0 0.0
N -0.028 1.759 1.447 0.0 -0.2 -0.2
C -0.041 1.409 2.882 0.0 0.0 0.0
C -1.192 0.503 3.164 -0.1 -0.1 0.1
C -1.825 0.489 4.393 0.0 0.0 0.0
C -2.896 -0.365 4.595 0.0 0.0 0.0
C -3.312 -1.172 3.544 0.0 0.0 0.0
C -2.632 -1.115 2.350 -0.1 0.0 0.1
N -1.573 -0.300 2.150 0.2 0.1 -0.2
C 3.681 2.455 1.360 0.1 0.0 0.0
H 5.870 -0.122 1.035 0.0 0.0 0.0
H 1.032 3.062 0.196 0.0 0.0 0.0
H 1.272 3.345 1.912 0.0 0.0 0.0
H -0.812 2.386 1.214 0.0 0.0 0.0
H -0.112 2.309 3.495 0.0 0.0 0.0
H 0.904 0.916 3.129 0.0 0.0 0.0
H -1.479 1.150 5.176 0.0 0.0 0.0
H -3.405 -0.392 5.549 0.0 0.0 0.0
H -4.152 -1.845 3.644 0.0 0.0 0.0
H -2.926 -1.747 1.525 0.0 0.0 0.0
H 3.666 3.514 1.585 0.0 0.0 0.0
C 3.464 1.618 -2.480 0.0 0.0 0.0
N 2.688 0.385 -2.632 0.0 0.1 0.0
C 3.166 -0.806 -3.135 0.0 0.0 0.0
C 2.148 -1.698 -3.095 0.0 0.1 0.0
N 1.048 -1.042 -2.583 0.1 0.0 0.0
B -0.409 -1.520 -2.505 -0.2 0.1 0.0
N -0.516 -2.999 -2.198 0.1 0.0 0.0
C -0.563 -4.058 -3.092 0.0 0.1 0.1
C -0.613 -5.194 -2.365 0.0 0.0 0.1
N -0.605 -4.832 -1.030 0.0 0.0 -0.1
C -0.633 -5.775 0.091 0.0 0.0 0.0
C -0.547 -3.497 -0.959 0.0 -0.1 -0.1
S -0.614 -2.607 0.531 -0.1 0.3 0.1
C 1.402 0.222 -2.313 -0.1 -0.1 -0.1
S 0.280 1.390 -1.677 0.1 0.1 -0.1
H 4.401 1.498 -3.015 0.0 0.0 0.0
H 3.667 1.801 -1.426 0.0 0.0 0.0
H 2.914 2.452 -2.908 0.0 0.0 0.0
H 4.181 -0.909 -3.477 0.0 0.0 0.0
H 2.119 -2.730 -3.398 0.0 0.0 0.0
H -1.110 -1.132 -3.389 0.0 0.0 0.0
H -0.961 -0.966 -1.466 0.1 0.0 0.0
H -0.572 -3.906 -4.158 0.0 0.0 0.0
H -0.663 -6.225 -2.671 0.0 0.0 0.0
H -1.242 -6.629 -0.192 0.0 0.0 0.0
H -1.075 -5.295 0.959 0.0 0.0 0.0
H 0.377 -6.103 0.326 0.0 0.0 0.0
Se -3.751 -0.273 -1.077 0.0 -0.2 0.0
N -4.765 1.093 -1.431 0.0 0.1 0.0
C -4.142 2.197 -1.071 0.0 0.0 0.0
C -4.658 3.519 -1.243 0.0 0.0 0.0
C -3.870 4.541 -0.838 0.0 0.0 0.0
C -2.596 4.268 -0.251 0.0 0.0 0.0
N -2.079 3.076 -0.067 -0.1 -0.1 0.0
C -2.840 2.029 -0.484 0.0 0.0 0.0
N -2.431 0.759 -0.384 0.2 0.1 0.0
H -5.636 3.662 -1.685 0.0 0.0 0.0
H -4.185 5.570 -0.938 0.0 0.0 0.0
H -1.989 5.102 0.084 0.0 0.0 0.0
```
Forces are in eV/Å.

The HOMO-LUMO gap comes out at 5.65 eV. As for the net charge: +3. The calculation puts the energy above the lowest of the compared OMol25 structures with the same formula, charge and spin at 0.0 kJ/mol. The calculation puts the LUMO energy at -0.3571 Ha.

The molecule C3H4O2S in a non-equilibrium geometry. Source: OMol25; level of theory: ωB97M-V/def2-TZVPD.

The geometry in XYZ format:
```
10
Properties=species:S:1:pos:R:3:forces:R:3
C 0.152 0.321 -0.551 0.2 -0.8 1.9
C 1.412 0.483 -0.889 1.3 2.0 -0.4
C -0.209 -0.906 0.373 3.3 1.6 -0.6
O 0.831 -1.802 0.399 0.7 1.7 -0.9
O -0.732 -0.471 1.590 1.7 -0.2 1.1
S 2.612 -0.655 -0.666 -1.5 -1.7 1.3
H -0.536 1.112 -0.515 -1.0 0.9 -0.3
H 1.801 1.543 -1.082 -0.6 -1.5 -0.1
H -0.976 -1.199 -0.232 -2.7 -2.1 -1.3
H 0.052 -0.447 2.210 -1.3 0.1 -0.8
```
Forces are in eV/Å.

The HOMO-LUMO gap (alpha / beta) comes out at 6.78 / 6.77 eV. As for the net charge: 0. The calculation puts the energy above the lowest of the compared OMol25 structures with the same formula, charge and spin at 402.4 kJ/mol. The calculation puts the LUMO energy (alpha / beta) at -0.0865 / -0.0854 Ha.

The ion C6H13N5 with charge +2 in a non-equilibrium geometry. Source: OMol25; level of theory: ωB97M-V/def2-TZVPD.

The geometry in XYZ format:
```
24
Properties=species:S:1:pos:R:3:forces:R:3
C -0.242 1.513 1.576 0.9 0.9 1.2
C 1.007 0.274 0.113 2.7 0.5 0.5
C -1.453 1.279 -0.456 2.4 -0.8 -0.7
C -3.334 0.061 0.065 1.1 1.4 -0.4
C 2.439 -1.683 0.421 -1.0 -0.7 -2.0
C 2.416 -0.218 -0.128 -1.5 -3.2 -0.8
N -1.187 1.547 0.758 -3.5 0.7 -0.8
N 0.972 0.893 1.293 -1.0 0.6 -0.3
N -4.583 -0.105 -0.146 -2.3 -0.7 -2.0
N -2.508 0.598 -0.886 -3.4 -0.4 -0.1
N 2.675 -0.449 -1.631 -0.4 5.2 0.0
H -0.372 2.116 2.473 0.4 -0.6 0.3
H -3.049 -0.025 1.065 1.2 -0.1 1.2
H 1.923 -2.503 -0.231 0.9 1.8 0.7
H 3.442 -1.950 0.565 1.5 -0.6 0.1
H 1.953 -1.796 1.333 -0.8 0.2 1.8
H 3.251 0.353 0.217 0.5 0.5 0.4
H 1.623 1.121 2.063 0.7 -0.7 -0.9
H -5.300 -0.315 0.528 0.3 -0.4 0.4
H -4.908 -0.067 -1.103 -0.4 0.2 0.1
H -2.992 0.733 -1.814 1.4 0.1 1.1
H 3.071 0.488 -2.010 -0.9 -2.0 0.2
H 1.878 -0.714 -2.172 -1.5 0.4 -0.1
H 3.277 -1.150 -1.894 2.7 -2.2 0.1
```
Forces are in eV/Å.

As for the expectation value of S²: 2.04. The HOMO-LUMO gap (alpha / beta) comes out at 5.76 / 8.08 eV. As for the net charge: +2. The calculation puts the energy above the lowest of the compared OMol25 structures with the same formula, charge and spin at 110.1 kJ/mol. The multiplicity is 3. The calculation puts the LUMO energy (alpha / beta) at -0.2676 / -0.3139 Ha.

The molecule C19H10BrCl2N3OS in a non-equilibrium geometry. Source: OMol25; level of theory: ωB97M-V/def2-TZVPD.

The geometry in XYZ format:
```
37
Properties=species:S:1:pos:R:3:forces:R:3
O -2.514 -1.573 -2.731 -1.1 -1.8 1.2
Cl 1.281 -3.392 -0.782 -1.2 -0.4 0.1
Cl -3.556 -0.999 0.650 1.0 -0.5 -0.2
Br 5.282 5.363 0.243 0.1 0.0 0.0
N 1.223 1.780 -1.085 2.2 0.6 -0.7
N -1.459 0.273 -2.990 1.8 0.9 2.3
S 3.548 2.672 -0.095 1.4 1.2 0.0
C -1.739 -0.852 -2.159 0.2 -0.5 -1.6
C 2.250 1.592 -0.241 -5.8 -3.0 0.8
C -0.518 1.011 -2.567 0.9 1.2 -0.1
C 2.018 0.427 0.684 -0.7 -0.5 0.5
C 0.983 -0.506 0.652 1.5 4.5 -2.7
C -0.948 -1.158 -0.949 1.6 3.1 0.5
C 0.012 -0.211 -0.466 -1.1 -4.4 -1.0
C -2.037 -4.633 1.152 -1.0 0.2 0.1
C 2.571 5.841 3.281 -3.1 -3.8 0.5
C 1.871 4.535 3.216 1.1 0.6 -0.9
C -0.846 -4.664 0.450 -0.4 0.5 0.5
C -2.801 -3.509 1.244 -0.4 0.7 -0.2
C 3.533 5.985 2.400 2.1 -3.0 -3.1
C 2.159 3.505 2.260 0.2 1.5 0.9
C -0.379 -3.553 -0.155 -0.9 3.4 -0.4
C -2.395 -2.342 0.591 -0.7 -0.7 -0.2
C 3.935 4.917 1.479 -1.2 -0.2 0.9
C 3.262 3.656 1.385 -0.4 2.5 0.1
C -1.239 -2.349 -0.175 0.7 -1.1 0.5
N 0.262 0.844 -1.311 0.3 1.2 -0.4
H -0.231 1.846 -3.268 0.3 -0.6 1.6
H 2.630 0.348 1.567 0.8 -0.1 -0.2
H 1.131 -1.311 1.335 -1.1 -0.6 0.1
H -2.511 -5.463 1.625 0.5 -0.9 0.1
H 2.244 6.671 3.881 -0.2 -0.2 0.4
H 1.071 4.414 3.910 -0.6 -0.3 0.2
H -0.286 -5.521 0.444 1.4 -2.0 0.0
H -3.778 -3.562 1.719 0.3 0.2 0.1
H 4.026 6.877 2.290 1.3 2.0 -0.3
H 1.525 2.622 2.096 0.1 0.5 0.6
```
Forces are in eV/Å.

Its structure (SMILES) is O=c1ncn2nc(Sc3ccccc3Br)ccc2c1-c1c(Cl)cccc1Cl. The HOMO-LUMO gap comes out at 7.46 eV. As for the net charge: 0. The calculation puts the energy above the lowest of the compared OMol25 structures with the same formula, charge and spin at 275.1 kJ/mol. The calculation puts the LUMO energy at -0.0350 Ha.

> The highest net charge belongs to which entry?

C26H26BI2N9OS2SeTa

What did the third record say?
The molecule C3H4O2S in a non-equilibrium geometry. Source: OMol25; level of theory: ωB97M-V/def2-TZVPD.

The geometry in XYZ format:
```
10
Properties=species:S:1:pos:R:3:forces:R:3
C 0.152 0.321 -0.551 0.2 -0.8 1.9
C 1.412 0.483 -0.889 1.3 2.0 -0.4
C -0.209 -0.906 0.373 3.3 1.6 -0.6
O 0.831 -1.802 0.399 0.7 1.7 -0.9
O -0.732 -0.471 1.590 1.7 -0.2 1.1
S 2.612 -0.655 -0.666 -1.5 -1.7 1.3
H -0.536 1.112 -0.515 -1.0 0.9 -0.3
H 1.801 1.543 -1.082 -0.6 -1.5 -0.1
H -0.976 -1.199 -0.232 -2.7 -2.1 -1.3
H 0.052 -0.447 2.210 -1.3 0.1 -0.8
```
Forces are in eV/Å.

The HOMO-LUMO gap (alpha / beta) comes out at 6.78 / 6.77 eV. As for the net charge: 0. The calculation puts the energy above the lowest of the compared OMol25 structures with the same formula, charge and spin at 402.4 kJ/mol. The calculation puts the LUMO energy (alpha / beta) at -0.0865 / -0.0854 Ha.

> What is the net charge in the fourth record?

+2

> What is the formula in the first record?

C5H6O2